Molecular formula: C9H16NO2
Method: DFT, the ωB97M-V functional and the def2-TZVPD basis

Last column: Löwdin charge in e.
Positions of all 28 atoms, in Å:
C -2.73 1.65 -0.37  0.126
C -1.45 1.30 -0.52  -0.068
C -0.88 0.05 -0.09  -0.164
N -1.49 -0.83 0.63  0.150
C -0.71 -2.00 0.98  -0.098
C 0.50 -1.90 0.04  -0.063
C 0.46 -0.46 -0.53  -0.359
C 0.56 -0.47 -2.06  0.005
C 1.62 0.43 0.05  -0.293
O 1.63 1.70 -0.54  0.000
C 1.42 0.64 1.57  -0.163
O 0.16 1.20 1.84  -0.029
H -3.08 2.61 -0.71  0.085
H -3.47 1.00 0.06  0.076
H -0.75 1.98 -0.98  0.120
H -2.40 -0.67 1.06  0.179
H -1.29 -2.91 0.83  0.137
H -0.43 -1.93 2.03  0.136
H 1.43 -2.11 0.56  0.128
H 0.41 -2.61 -0.77  0.127
H 1.50 -0.93 -2.36  0.106
H 0.52 0.54 -2.47  0.088
H -0.26 -1.04 -2.49  0.103
H 2.56 -0.10 -0.12  0.167
H 2.26 1.74 -1.27  0.120
H 1.48 -0.31 2.10  0.127
H 2.23 1.29 1.93  0.141
H 0.19 2.13 1.61  0.117

As for the gap between HOMO and LUMO: 9.59 eV. The value obtained for the HOMO energy is -13.8 eV. As for the net charge: +1. The total energy comes out at -557.5213 a.u. Its SMILES is C=CC1=[NH+]CC[C@]1(C)[C@@H](O)CO.

Molecular formula: C36H31Cl3N2O3P2ScTe
Method: DFT, the ωB97M-V functional and the def2-TZVPD basis

Last column: Löwdin charge in e.
Positions of all 79 atoms, in Å:
Sc 0.76 1.76 0.22  0.633
Te 2.37 -1.03 -0.13  1.341
C 2.19 -3.03 0.53  -0.534
C 1.36 -3.89 -0.15  -0.133
C 1.28 -5.21 0.28  -0.143
N 1.97 -5.68 1.32  0.075
C 2.78 -4.84 1.95  -0.143
C 2.93 -3.50 1.60  -0.120
C 0.34 -0.64 -0.43  -1.000
P -0.46 -0.26 1.13  0.878
C -0.13 -1.57 2.34  -0.395
C 0.59 -1.28 3.49  -0.094
C 0.83 -2.27 4.43  -0.067
C 0.35 -3.55 4.22  -0.062
C -0.36 -3.85 3.06  -0.064
C -0.60 -2.86 2.12  -0.114
C -2.27 -0.15 0.99  -0.342
C -3.17 -0.96 1.68  -0.071
C -4.54 -0.76 1.55  -0.063
C -5.02 0.25 0.73  -0.064
C -4.14 1.09 0.06  -0.058
C -2.78 0.90 0.21  -0.128
P -0.08 0.37 -1.86  0.872
C -1.67 -0.13 -2.58  -0.384
C -2.23 -1.37 -2.28  -0.098
C -3.46 -1.72 -2.83  -0.064
C -4.12 -0.84 -3.67  -0.069
C -3.55 0.40 -3.97  -0.070
C -2.33 0.76 -3.42  -0.088
C 1.14 -0.06 -3.12  -0.420
C 2.11 0.86 -3.49  -0.122
C 3.09 0.51 -4.42  -0.073
C 3.09 -0.75 -4.98  -0.062
C 2.11 -1.67 -4.63  -0.058
C 1.13 -1.33 -3.71  -0.088
H 0.76 -3.56 -1.00  0.093
H 0.63 -5.91 -0.23  0.112
H 3.33 -5.24 2.79  0.113
H 3.59 -2.86 2.17  0.101
H 0.97 -0.28 3.65  0.092
H 1.38 -2.04 5.33  0.110
H 0.54 -4.33 4.95  0.115
H -0.71 -4.86 2.89  0.117
H -1.14 -3.10 1.22  0.117
H -2.81 -1.75 2.33  0.095
H -5.22 -1.39 2.09  0.110
H -6.09 0.40 0.63  0.111
H -4.50 1.89 -0.56  0.115
H -2.11 1.60 -0.29  0.069
H -1.72 -2.04 -1.60  0.096
H -3.90 -2.68 -2.59  0.109
H -5.08 -1.11 -4.10  0.109
H -4.07 1.09 -4.63  0.109
H -1.90 1.73 -3.64  0.111
H 2.10 1.86 -3.07  0.061
H 3.85 1.24 -4.70  0.095
H 3.85 -1.02 -5.71  0.111
H 2.10 -2.65 -5.08  0.112
H 0.36 -2.04 -3.44  0.108
C -0.89 3.58 3.16  0.015
C 0.37 3.97 2.40  -0.482
C 1.22 4.98 3.13  0.002
O 1.17 2.75 2.16  -0.118
C 0.00 4.44 0.98  -0.555
O -0.04 5.60 0.69  0.132
O -0.25 3.42 0.17  -0.146
H -0.63 3.17 4.14  0.101
H -1.47 2.84 2.61  0.087
H -1.50 4.46 3.32  0.112
H 1.47 4.62 4.13  0.097
H 0.67 5.92 3.22  0.104
H 2.14 5.18 2.58  0.097
H 1.22 2.24 2.97  0.111
Cl 3.22 6.19 -1.41  0.693
C 4.02 4.66 -1.75  -1.610
Cl 3.96 4.27 -3.47  0.676
Cl 5.67 4.63 -1.15  0.674
C 3.26 3.62 -1.03  -0.291
N 2.67 2.81 -0.48  0.200

As for the gap between HOMO and LUMO: 6.70 eV. The value obtained for the HOMO energy is -9.9 eV. As for the net charge: +1. The total energy comes out at -4817.5491 a.u.

Molecular formula: C5H7NO
Method: DFT, the ωB97M-V functional and the def2-TZVPD basis

Last column: Löwdin charge in e.
Positions of all 14 atoms, in Å:
C 0.89 -1.05 -1.24  -0.087
N -0.31 -1.71 -0.58  0.083
C -0.10 -0.38 -0.41  -0.509
C -0.04 0.21 0.98  -0.128
C 0.04 1.71 0.56  0.007
C -1.07 0.91 -0.13  -0.177
O -1.51 0.33 1.13  -0.021
H 1.87 -1.28 -0.81  0.095
H 0.85 -0.98 -2.33  0.092
H 0.18 -1.98 0.90  0.109
H 0.39 -1.40 1.53  0.126
H 0.91 2.02 -0.03  0.119
H -0.30 2.41 1.31  0.117
H -1.81 1.20 -0.88  0.174

As for the gap between HOMO and LUMO (spin up / spin down): 8.54 / 8.54 eV. The value obtained for the HOMO energy (spin up / spin down) is -9.1 / -9.1 eV. The total energy comes out at -324.3894 a.u.

Molecular formula: C4H9OS2
Method: DFT, the ωB97M-V functional and the def2-TZVPD basis

Last column: Löwdin charge in e.
Positions of all 16 atoms, in Å:
C -0.85 0.58 -3.28  -0.502
S 0.63 0.63 -2.27  0.385
S 0.43 -0.74 -0.77  0.470
C -0.46 0.16 0.52  -0.582
C 0.27 0.26 1.86  -0.272
C 1.09 -1.02 2.25  -0.591
O 1.01 -1.33 3.56  -0.370
H -0.99 -0.42 -3.69  0.018
H -0.60 1.21 -4.13  0.010
H -1.75 0.97 -2.83  0.021
H -1.44 -0.29 0.69  0.061
H -0.66 1.17 0.14  0.045
H -0.50 0.37 2.63  0.094
H 0.97 1.10 1.84  0.089
H 2.14 -0.81 1.92  0.074
H 0.71 -1.84 1.56  0.051

As for the gap between HOMO and LUMO: 5.22 eV. The value obtained for the HOMO energy is -2.3 eV. As for the net charge: -1. The total energy comes out at -1029.4010 a.u. Its SMILES is CSSCCC[O-].

Molecular formula: C5H12N2O2
Method: DFT, the ωB97M-V functional and the def2-TZVPD basis

Last column: Löwdin charge in e.
Positions of all 21 atoms, in Å:
C 0.41 -2.18 -1.06  -0.088
N 1.69 -1.65 -0.56  -0.083
C 1.60 -0.34 0.17  -0.620
N 2.20 0.42 -0.75  0.124
O 1.22 -0.19 1.31  0.047
H -0.27 -2.40 -0.24  0.084
H -0.05 -1.43 -1.70  0.071
H 0.60 -3.09 -1.62  0.081
H 2.14 -2.33 0.05  0.129
H 2.29 1.41 -0.58  0.094
H 2.31 -0.57 -1.43  0.193
C -0.80 2.30 0.26  -0.030
C -1.47 0.96 0.06  -0.508
C -2.03 0.32 1.31  -0.023
O -1.53 0.42 -1.03  0.049
H -0.01 2.19 1.01  0.077
H -1.52 3.02 0.63  0.084
H -0.38 2.65 -0.68  0.080
H -2.66 -0.53 1.05  0.083
H -2.58 1.04 1.91  0.082
H -1.18 -0.03 1.91  0.074

As for the gap between HOMO and LUMO: 10.38 eV. The value obtained for the HOMO energy is -9.5 eV. The total energy comes out at -457.6712 a.u. Its SMILES is CNC(N)=O.CC(C)=O.

Molecular formula: C9H63GaNO23
Method: DFT, the ωB97M-V functional and the def2-TZVPD basis

Last column: Löwdin charge in e.
Positions of all 97 atoms, in Å:
C 3.37 -1.21 -0.50  0.075
C 2.79 -1.00 -1.52  -0.125
C 2.06 -1.02 -2.82  -0.178
C 1.04 -2.21 -2.82  -0.258
C -0.43 -1.71 -2.67  -0.255
Ga -1.57 -2.62 -1.24  0.480
C -3.20 -1.37 -0.93  -0.321
N -2.63 -0.02 -0.50  -0.100
C -2.08 -4.58 -1.63  -0.267
O -1.32 -5.58 -0.88  -0.250
C 0.06 -5.34 -1.00  -0.335
C 0.90 -6.61 -0.80  -0.073
H 3.95 -1.43 0.36  0.027
H 2.82 -1.24 -3.57  0.095
H 1.56 -0.06 -2.97  0.078
H 1.28 -2.80 -1.93  0.069
H 1.16 -2.78 -3.75  0.055
H -0.36 -0.65 -2.37  0.026
H -0.93 -1.69 -3.65  0.042
H -0.73 -2.59 0.16  -0.014
H -3.79 -1.76 -0.09  0.010
H -3.79 -1.24 -1.84  0.009
H -2.26 0.38 -1.36  0.039
H -1.79 -0.27 0.02  0.016
H -2.11 -4.85 -2.70  0.058
H -3.10 -4.71 -1.27  0.006
H 0.40 -4.61 -0.26  0.066
H 0.24 -4.95 -2.01  0.099
H 1.03 -7.17 -1.73  0.068
H 1.91 -6.30 -0.51  0.037
H 0.52 -7.25 -0.01  0.075
O 1.64 2.25 -3.85  -0.072
H 1.67 3.14 -4.21  -0.001
H 1.93 2.34 -2.93  -0.006
O -2.06 2.22 1.57  -0.081
H -1.20 1.86 1.81  0.024
H -2.47 1.50 1.04  0.008
O 1.74 -3.20 1.52  -0.101
H 0.77 -3.13 1.53  -0.013
H 2.00 -2.49 0.92  -0.024
O -1.27 1.55 4.43  -0.066
H -1.90 1.58 3.70  0.004
H -1.77 1.87 5.19  -0.001
O -1.21 3.56 6.55  -0.051
H -1.08 4.42 6.13  0.046
H -0.94 3.71 7.47  0.017
O -4.76 0.57 -3.21  -0.060
H -4.27 0.41 -2.39  0.006
H -5.56 1.03 -2.92  0.039
O 3.70 -7.07 0.31  -0.069
H 3.21 -6.62 1.01  0.039
H 4.49 -7.41 0.74  0.033
O 3.07 2.49 -1.02  -0.057
H 4.02 2.55 -0.83  0.025
H 2.73 1.88 -0.36  0.037
O -3.43 5.11 5.29  -0.073
H -3.53 4.90 4.35  0.032
H -3.39 4.24 5.72  -0.015
O 0.80 3.12 0.51  -0.061
H 1.34 3.27 -0.28  0.013
H 0.07 3.74 0.42  0.025
O -5.02 -3.75 -2.10  -0.053
H -5.65 -3.68 -2.82  0.038
H -5.50 -3.43 -1.32  0.025
O 6.03 3.39 -0.81  -0.060
H 6.05 4.29 -1.14  0.036
H 6.30 3.47 0.12  0.015
O 6.47 4.96 1.43  -0.044
H 6.49 5.87 1.13  0.050
H 6.74 5.01 2.36  0.054
O 3.13 4.11 2.89  -0.063
H 2.65 3.67 2.17  0.011
H 2.46 4.68 3.28  0.025
O -4.78 -3.74 0.88  -0.059
H -4.52 -3.58 1.80  0.045
H -4.15 -4.41 0.58  0.037
O -2.65 2.65 -4.00  -0.067
H -2.73 1.73 -4.29  0.025
H -3.56 2.93 -3.89  0.017
O 1.18 -4.00 -5.41  -0.050
H 1.04 -4.17 -6.35  0.043
H 1.23 -4.87 -5.01  0.050
O 0.54 4.92 -4.00  -0.048
H 0.73 5.79 -3.63  0.040
H -0.40 4.80 -3.87  0.044
O 4.66 -2.81 -5.62  -0.067
H 4.91 -1.94 -5.28  0.029
H 3.70 -2.85 -5.48  0.011
O 0.57 4.68 9.08  -0.046
H 0.05 5.07 9.79  0.039
H 1.38 4.40 9.52  0.042
O -0.74 4.98 2.26  -0.061
H -0.37 4.15 2.59  0.021
H -1.68 4.81 2.20  0.028
O -4.52 2.78 6.79  -0.048
H -4.02 2.69 7.61  0.043
H -5.34 3.20 7.06  0.048

As for the gap between HOMO and LUMO: 5.63 eV. The value obtained for the HOMO energy is -4.1 eV. As for the net charge: -1. The total energy comes out at -4090.6449 a.u.